Computed, not measured: one molecule with the formula C9H12OSi, with ωB97M-V/def2-TZVPD.

The HOMO energy (alpha / beta) comes out at -7.16 / -6.84 eV. The electronic energy comes out at -19450.0585 eV. The calculation puts the energy above the lowest of the compared OMol25 structures with the same formula, charge and spin at 359.4 kJ/mol. The HOMO-LUMO gap (alpha / beta) is 7.03 / 6.29 eV.

Atoms and positions in Å:
C1 0.901 -2.005 0.262
C2 2.269 -1.657 0.041
C3 -0.025 -1.107 0.571
C4 2.622 -0.326 0.148
C5 0.352 0.271 0.637
C6 1.692 0.688 0.551
C7 -0.750 1.266 0.895
C8 2.316 1.814 0.897
C9 -2.304 -0.223 -1.630
O1 -3.228 -0.344 0.999
Si1 -2.434 0.740 0.097
H1 0.518 -3.101 0.163
H2 2.799 -2.548 -0.216
H3 -1.107 -1.312 0.809
H4 3.554 0.056 -0.234
H5 -0.855 1.508 1.920
H6 -0.426 2.186 0.422
H7 1.713 2.712 1.134
H8 3.401 1.782 0.852
H9 -1.155 -0.439 -1.571
H10 -2.792 -1.172 -1.590
H11 -2.554 0.308 -2.553
H12 -4.036 -0.876 0.961

Results of the Löwdin charge analysis, in e, for atoms 1 through 5: C -0.114; C -0.061; C -0.112; C -0.044; C -0.224


Computed, not measured: a 2-piece molecular cluster, C22H27F5NO4 overall, with ωB97M-V/def2-TZVPD.

The HOMO energy comes out at -11.88 eV. The electronic energy comes out at -46495.8077 eV. The HOMO-LUMO gap is 8.27 eV. Its net charge is +1.

Atoms and positions in Å:
C1 8.186 -0.798 0.381
C2 6.626 -0.563 -0.086
O1 6.458 0.319 -1.253
C3 5.143 0.978 -1.273
C4 3.872 -0.099 -1.121
O2 2.674 0.393 -1.816
N1 1.534 -0.018 -1.236
C5 1.158 0.764 0.024
C6 -0.340 1.425 -0.034
C7 -0.422 2.912 -0.718
C8 0.581 4.036 -0.074
F1 0.077 5.371 -0.573
F2 1.987 3.944 -0.617
C9 0.551 4.138 1.565
F3 -0.806 4.444 2.118
F4 1.165 2.993 2.276
F5 1.397 5.339 1.916
C10 1.450 -1.503 -0.961
C11 -0.093 -2.081 -0.812
C12 -0.624 -2.427 0.734
C13 -2.112 -3.048 1.067
C14 -3.113 -3.346 -0.222
C15 -2.599 -2.967 -1.735
C16 -1.108 -2.336 -2.076
H1 8.765 0.203 0.644
H2 8.811 -1.479 -0.374
H3 8.166 -1.419 1.396
H4 6.215 -1.634 -0.412
H5 5.987 -0.203 0.844
H6 5.028 1.620 -2.258
H7 5.036 1.758 -0.377
H8 3.749 -0.269 0.030
H9 4.288 -1.122 -1.566
H10 0.757 0.196 -1.932
H11 1.181 0.003 0.944
H12 2.024 1.530 0.231
H13 -0.992 0.705 -0.728
H14 -0.799 1.359 1.041
H15 -1.531 3.306 -0.525
H16 -0.326 2.821 -1.900
H17 2.001 -1.819 0.051
H18 1.935 -2.065 -1.891
H19 0.097 -2.219 1.649
H20 -2.522 -3.329 2.128
H21 -4.173 -3.819 -0.022
H22 -3.326 -3.190 -2.628
H23 -0.739 -2.095 -3.179
C17 -6.200 0.673 1.550
C18 -5.697 0.104 0.450
C19 -6.232 -1.170 -0.067
O3 -5.771 -1.692 -1.073
C20 -7.346 -1.792 0.677
C21 -7.849 -1.223 1.777
C22 -7.314 0.052 2.294
O4 -7.775 0.573 3.300
H24 -5.819 1.607 1.943
H25 -4.881 0.548 -0.108
H26 -7.727 -2.726 0.284
H27 -8.665 -1.667 2.335

Results of the Löwdin charge analysis, in e, for atoms 1 through 5: C -0.102; C -0.262; O -0.197; C -0.150; C -0.135


Computed, not measured: one molecule with the formula C25H32N6O3S, with ωB97M-V/def2-TZVPD.

The HOMO energy comes out at -7.59 eV. The electronic energy comes out at -52362.8985 eV. The calculation puts the energy above the lowest of the compared OMol25 structures with the same formula, charge and spin at 116.1 kJ/mol. As for the SMILES: CCCc1cc(=O)n2nc(N3CCC(C(=O)N4CCN(c5ccc(OC)cc5)CC4)CC3)sc2n1. The HOMO-LUMO gap is 7.95 eV.

Atoms and positions in Å:
C1 11.646 -0.026 -0.767
C2 10.137 -0.208 -0.854
H1 9.890 -0.839 -1.711
H2 9.655 0.761 -1.000
C3 9.573 -0.849 0.420
C4 8.088 -0.994 0.308
C5 7.486 -2.150 -0.096
C6 6.065 -2.271 -0.250
O1 5.428 -3.241 -0.590
N1 5.407 -1.047 0.058
C7 6.098 0.048 0.462
N2 7.378 0.126 0.597
S1 4.997 1.366 0.781
C8 3.673 0.260 0.296
N3 4.066 -0.919 -0.031
N4 2.407 0.667 0.286
C9 2.014 1.981 0.741
H3 1.953 2.001 1.838
C10 0.674 2.360 0.127
H4 0.764 2.356 -0.962
H5 0.413 3.372 0.434
C11 -0.444 1.383 0.519
C12 -1.431 1.257 -0.648
O2 -1.112 1.562 -1.783
N5 -2.649 0.738 -0.378
C13 -3.222 0.397 0.905
H6 -2.493 0.477 1.707
C14 -4.420 1.329 1.175
N6 -5.411 1.263 0.128
C15 -6.432 0.310 0.184
C16 -7.506 0.406 -0.702
C17 -8.568 -0.478 -0.661
C18 -8.601 -1.490 0.290
C19 -7.546 -1.583 1.194
C20 -6.483 -0.707 1.141
H7 -5.691 -0.832 1.863
H8 -7.574 -2.365 1.937
O3 -9.595 -2.418 0.424
C21 -10.684 -2.359 -0.463
H9 -11.340 -3.181 -0.179
H10 -10.365 -2.494 -1.502
H11 -11.229 -1.414 -0.370
H12 -9.368 -0.356 -1.373
H13 -7.530 1.199 -1.433
C22 -4.811 1.577 -1.153
H14 -5.545 1.486 -1.950
C23 -3.628 0.643 -1.446
H15 -3.136 0.920 -2.378
H16 -3.985 -0.391 -1.511
H17 -4.452 2.611 -1.122
H18 -4.879 1.101 2.137
H19 -4.051 2.362 1.209
H20 -3.572 -0.641 0.856
H21 -0.963 1.764 1.402
C24 0.144 -0.010 0.817
H22 -0.600 -0.787 0.639
C25 1.352 -0.262 -0.075
H23 1.740 -1.274 0.048
H24 1.072 -0.121 -1.125
H25 0.453 -0.073 1.863
H26 2.778 2.704 0.437
H27 8.065 -3.032 -0.317
H28 10.032 -1.827 0.574
H29 9.800 -0.206 1.271
H30 11.905 0.616 0.071
H31 12.026 0.428 -1.679
H32 12.139 -0.986 -0.630

Results of the Löwdin charge analysis, in e, for atoms 1 through 5: C -0.117; C -0.257; H 0.111; H 0.108; C -0.162


Computed, not measured: C11H22Br6O15S4 as an isolated structure, with ωB97M-V/def2-TZVPD.

The HOMO energy comes out at -10.16 eV. The electronic energy comes out at -506068.0363 eV. The HOMO-LUMO gap is 9.69 eV.

Atoms and positions in Å:
O1 2.367 -3.099 -1.313
S1 3.147 -1.943 -1.103
O2 2.817 -1.066 -0.015
O3 4.618 -2.470 -0.960
C1 5.621 -1.572 -0.405
C2 6.990 -2.044 -0.787
C3 3.277 -1.034 -2.607
H1 5.491 -1.574 0.682
H2 5.453 -0.533 -0.707
H3 7.082 -2.229 -1.859
H4 7.323 -2.914 -0.228
H5 7.700 -1.232 -0.610
H6 3.918 -0.165 -2.448
H7 2.317 -0.645 -2.932
H8 3.750 -1.691 -3.328
C4 1.972 -0.138 3.254
Br1 0.605 0.948 4.099
Br2 1.392 -1.969 3.069
Br3 3.546 -0.136 4.357
H9 2.154 0.265 2.273
C5 2.156 3.765 -3.998
Br4 1.783 2.569 -5.455
Br5 1.217 3.228 -2.415
Br6 1.768 5.606 -4.432
H10 3.210 3.727 -3.783
C6 -2.053 0.576 -4.862
C7 -2.570 -0.287 -3.729
O4 -1.661 -1.375 -3.596
S2 -0.667 -1.362 -4.818
O5 -1.273 -1.917 -5.947
O6 0.600 -1.806 -4.406
O7 -0.667 0.228 -4.954
H11 -2.132 1.633 -4.620
H12 -2.522 0.427 -5.834
H13 -3.598 -0.625 -3.879
H14 -2.623 0.224 -2.774
C8 -4.815 0.559 5.083
C9 -5.553 -0.611 5.750
O8 -5.648 -0.242 7.152
S3 -5.898 1.332 7.228
O9 -5.249 1.835 8.354
O10 -7.270 1.579 7.006
O11 -5.087 1.708 5.909
H15 -5.230 0.747 4.101
H16 -3.749 0.362 5.144
H17 -5.068 -1.584 5.695
H18 -6.585 -0.790 5.418
C10 -0.767 -0.445 -0.032
C11 -0.176 0.948 -0.099
O12 -0.811 1.653 0.941
S4 -2.280 1.080 1.195
O13 -3.282 1.885 0.595
O14 -2.399 0.732 2.545
O15 -2.147 -0.206 0.279
H19 -0.356 -1.050 0.786
H20 -0.653 -1.102 -0.890
H21 -0.389 1.308 -1.114
H22 0.897 0.935 0.026

Results of the Löwdin charge analysis, in e, for atoms 1 through 5: O -0.243; S 0.527; O -0.311; O -0.245; C -0.256


Computed, not measured: a 7-piece molecular cluster, C28H38BrClF7I2N4O21P2 overall, with ωB97M-V/def2-TZVPD.

The HOMO energy comes out at -11.73 eV. The electronic energy comes out at -214964.3677 eV. The HOMO-LUMO gap is 6.87 eV. Its net charge is +1.

Atoms and positions in Å:
C1 8.668 1.785 -0.388
C2 7.069 1.908 -0.712
I1 6.785 4.009 -1.417
C3 6.068 1.743 0.574
I2 7.219 2.289 2.347
C4 5.237 0.335 0.652
C5 6.389 -0.843 0.612
C6 6.689 -1.468 -0.875
F1 7.438 -2.758 -0.625
N1 4.166 0.003 -0.361
C7 3.980 0.841 -1.582
N2 4.677 0.229 -2.816
C8 2.896 -0.662 0.211
N3 1.744 -1.062 -0.419
P1 0.302 -1.780 0.380
P2 -1.568 -0.974 -0.394
O1 -2.649 -2.166 -0.280
O2 -2.182 0.286 0.696
O3 -1.419 -0.445 -2.046
N4 3.078 -0.844 1.716
Br1 3.432 -2.705 1.975
C9 4.277 0.084 2.002
C10 4.944 -0.367 3.411
Cl1 3.348 1.683 2.394
H1 8.983 0.876 0.277
H2 9.207 1.612 -1.440
H3 9.157 2.794 0.025
H4 6.803 1.254 -1.645
H5 5.240 2.595 0.449
H6 6.128 -1.782 1.302
H7 7.444 -0.469 1.027
H8 5.740 -1.785 -1.485
H9 7.452 -0.819 -1.525
H10 4.271 1.969 -1.508
H11 2.823 0.840 -1.883
H12 4.352 -0.750 -2.976
H13 4.413 0.845 -3.642
H14 1.659 -0.953 -1.474
H15 0.405 -1.369 1.770
H16 -1.404 0.732 1.156
H17 -1.237 0.555 -1.975
H18 5.761 -1.200 3.365
H19 4.068 -0.793 4.102
H20 5.407 0.522 4.059
C11 -5.071 -0.126 2.068
C12 -4.951 0.812 3.221
O4 -6.270 0.905 3.709
C13 -6.846 -0.292 3.404
O5 -7.884 -0.697 3.899
O6 -6.113 -0.986 2.481
F2 -4.563 2.039 2.806
H21 -5.362 0.379 1.141
H22 -4.148 -0.685 1.889
H23 -4.287 0.460 4.018
C14 -11.630 -1.243 2.154
C15 -10.285 -1.314 1.516
O7 -10.445 -0.572 0.328
C16 -11.408 0.348 0.611
O8 -11.629 1.339 -0.065
O9 -12.094 0.030 1.751
F3 -9.975 -2.587 1.184
H24 -12.316 -2.013 1.784
H25 -11.578 -1.315 3.244
H26 -9.480 -0.878 2.117
C17 1.907 -5.451 -2.161
C18 1.402 -4.272 -2.921
O10 2.578 -3.654 -3.391
C19 3.479 -4.667 -3.531
O11 4.515 -4.578 -4.168
O12 3.075 -5.798 -2.876
F4 0.765 -3.406 -2.101
H27 2.173 -5.206 -1.127
H28 1.191 -6.278 -2.153
H29 0.756 -4.527 -3.768
C20 -13.948 4.534 -0.672
C21 -12.467 4.465 -0.828
O13 -11.998 5.480 0.030
C22 -12.931 5.568 1.019
O14 -12.749 6.134 2.084
O15 -14.096 4.939 0.674
F5 -12.101 4.772 -2.092
H30 -14.409 5.280 -1.328
H31 -14.430 3.568 -0.846
H32 -12.030 3.504 -0.536
C23 -2.263 0.505 -6.015
C24 -0.782 0.436 -6.171
O16 -0.312 1.451 -5.313
C25 -1.246 1.540 -4.324
O17 -1.063 2.105 -3.259
O18 -2.410 0.910 -4.669
F6 -0.415 0.744 -7.435
H33 -2.723 1.251 -6.671
H34 -2.745 -0.460 -6.189
H35 -0.344 -0.524 -5.879
C26 11.059 -1.099 4.277
C27 9.941 -1.054 3.293
O19 9.018 -0.167 3.883
C28 9.774 0.686 4.630
O20 9.373 1.752 5.067
O21 11.040 0.205 4.822
F7 9.352 -2.266 3.177
H36 10.892 -1.828 5.076
H37 12.021 -1.311 3.803
H38 10.228 -0.683 2.303

Results of the Löwdin charge analysis, in e, for atoms 1 through 5: C -0.293; C -0.761; I 0.804; C -0.707; I 1.076


Computed, not measured: C24H19N3O4SSn as an isolated structure, with ωB97M-V/def2-TZVPD.

The HOMO energy comes out at -7.77 eV. The electronic energy comes out at -54524.4623 eV. The calculation puts the energy above the lowest of the compared OMol25 structures with the same formula, charge and spin at 15.4 kJ/mol. The HOMO-LUMO gap is 7.22 eV.

Atoms and positions in Å:
Sn1 -0.440 0.296 -0.586
C1 3.214 -2.324 0.266
C2 2.710 -3.610 0.153
C3 1.348 -3.799 -0.007
C4 0.480 -2.706 -0.062
C5 0.982 -1.388 -0.004
C6 2.358 -1.237 0.161
C7 -0.983 -2.904 -0.134
C8 -1.596 -4.166 0.085
C9 -2.953 -4.272 0.089
C10 -3.750 -3.120 -0.099
C11 -5.160 -3.137 -0.034
C12 -5.873 -1.985 -0.207
C13 -5.206 -0.770 -0.464
C14 -3.841 -0.722 -0.534
C15 -3.077 -1.897 -0.335
N1 -1.718 -1.834 -0.360
H1 4.276 -2.173 0.418
H2 3.373 -4.465 0.183
H3 0.979 -4.810 -0.121
H4 2.773 -0.235 0.202
H5 -0.986 -5.037 0.262
H6 -3.437 -5.230 0.237
H7 -5.665 -4.077 0.156
H8 -6.953 -1.998 -0.153
H9 -5.778 0.135 -0.615
H10 -3.321 0.208 -0.720
C16 0.200 -0.268 3.218
C17 -1.111 -0.452 2.535
N2 -1.927 -1.388 3.054
O1 -1.505 0.184 1.544
H11 0.112 -0.394 4.297
H12 0.617 0.707 2.982
H13 0.899 -1.010 2.822
H14 -1.656 -1.955 3.836
H15 -2.781 -1.600 2.564
O2 1.459 2.770 2.402
C18 0.972 3.144 1.345
N3 0.542 2.360 0.325
S1 -0.084 3.255 -0.902
O3 -1.514 3.059 -0.987
O4 0.641 2.986 -2.114
C19 0.243 4.843 -0.197
C20 -0.047 6.110 -0.654
C21 0.281 7.177 0.173
C22 0.866 6.956 1.416
C23 1.126 5.668 1.868
C24 0.804 4.608 1.040
H16 -0.517 6.255 -1.618
H17 0.068 8.185 -0.155
H18 1.112 7.802 2.044
H19 1.559 5.479 2.841

Results of the Löwdin charge analysis, in e, for atoms 1 through 5: Sn 1.386; C -0.084; C -0.084; C -0.043; C -0.210


Computed, not measured: an isolated ion of composition C9H19BN2OP and charge +1, with ωB97M-V/def2-TZVPD.

The HOMO energy comes out at -13.05 eV. The electronic energy comes out at -24626.6507 eV. The calculation puts the energy above the lowest of the compared OMol25 structures with the same formula, charge and spin at 91.8 kJ/mol. As for the SMILES: C=P[C@]1(C)COB(C)N2CCC[C@]21[NH3+]. The HOMO-LUMO gap is 9.25 eV. Its net charge is +1.

Atoms and positions in Å:
B1 0.483 -1.989 0.062
C1 2.232 3.431 0.001
C2 -2.669 -0.075 0.394
C3 -1.638 0.978 0.329
C4 -1.994 -1.423 0.257
C5 1.940 -0.118 -0.713
C6 0.838 0.778 -0.148
C7 -0.545 0.335 -0.478
C8 0.658 -3.405 0.664
C9 1.003 0.894 1.272
N1 -0.693 -1.280 -0.303
N2 -0.760 0.616 -1.999
O1 1.697 -1.421 -0.178
P1 1.341 2.555 -1.082
H1 2.675 4.320 -0.332
H2 2.351 2.909 0.971
H3 -3.368 -0.209 1.295
H4 -3.503 -0.075 -0.364
H5 -2.122 1.894 -0.226
H6 -1.403 1.356 1.274
H7 -1.887 -2.004 1.233
H8 -2.664 -1.952 -0.456
H9 2.071 -0.109 -1.873
H10 2.921 0.157 -0.299
H11 1.128 -3.315 1.750
H12 1.402 -4.026 0.106
H13 -0.284 -3.909 0.580
H14 0.662 0.030 1.875
H15 0.653 1.788 1.672
H16 2.033 0.964 1.470
H17 -1.698 1.027 -2.060
H18 -0.697 -0.256 -2.479
H19 -0.160 1.534 -2.216

Results of the Löwdin charge analysis, in e, for atoms 1 through 5: B -0.648; C -0.260; C -0.180; C -0.115; C -0.193


Computed, not measured: one molecule with the formula C4H8S4, with ωB97M-V/def2-TZVPD.

The HOMO energy (alpha / beta) comes out at -8.47 / -8.47 eV. The electronic energy comes out at -47616.2169 eV. The calculation puts the energy above the lowest of the compared OMol25 structures with the same formula, charge and spin at 214.0 kJ/mol. The HOMO-LUMO gap (alpha / beta) is 7.70 / 7.70 eV.

Atoms and positions in Å:
C1 -0.915 1.148 0.738
C2 -1.829 0.039 0.845
C3 0.961 -0.224 -0.422
C4 1.775 -0.594 -1.633
S1 0.060 1.347 -0.794
S2 -0.242 -1.683 -0.069
S3 -3.339 -0.282 -0.113
S4 1.945 -0.072 1.149
H1 -1.338 2.100 0.986
H2 -0.222 0.847 1.516
H3 -1.660 -0.504 1.772
H4 1.237 -1.137 -2.340
H5 2.587 -1.189 -1.188
H6 2.150 0.371 -2.087
H7 -3.689 -1.211 0.795
H8 2.518 1.044 0.848

Results of the Löwdin charge analysis, in e, for atoms 1 through 5: C -0.626; C -0.634; C -1.363; C -0.251; S 0.828


Computed, not measured: one molecule with the formula C9H14N4O3S, with ωB97M-V/def2-TZVPD.

The HOMO energy comes out at -8.83 eV. The electronic energy comes out at -32496.8508 eV. The calculation puts the energy above the lowest of the compared OMol25 structures with the same formula, charge and spin at 264.1 kJ/mol. As for the SMILES: N[C@@H](CS)C(=O)N[C@@H](Cc1c[nH]cn1)C(=O)O. The HOMO-LUMO gap is 9.45 eV.

Atoms and positions in Å:
C1 3.133 0.230 -0.238
C2 1.721 0.436 0.094
C3 3.791 -1.134 0.329
C4 -0.530 0.381 -0.742
C5 -0.561 1.972 -0.502
C6 -1.099 -0.410 0.296
C7 -2.546 -0.768 0.201
C8 -3.490 -0.670 1.216
C9 -4.390 -1.211 -0.730
H1 3.767 2.102 -0.314
H2 3.590 1.668 1.137
H3 3.250 0.083 -1.267
H4 3.744 -0.938 1.435
H5 4.753 -1.116 -0.139
H6 1.590 -2.148 0.091
H7 1.314 -0.542 -1.638
H8 -1.062 0.258 -1.810
H9 -0.677 -1.441 0.364
H10 -0.835 0.008 1.352
H11 -3.249 -0.416 2.219
H12 -5.089 -1.711 -1.480
H13 -5.634 -0.777 0.811
H14 -1.487 3.417 0.169
N1 3.969 1.319 0.283
N2 0.844 0.129 -0.864
N3 -3.107 -1.153 -0.938
N4 -4.647 -0.964 0.515
O1 1.504 0.998 1.152
O2 0.270 2.731 -0.808
O3 -1.717 2.404 0.070
S1 2.878 -2.735 -0.266

Results of the Löwdin charge analysis, in e, for atoms 1 through 5: C -0.381; C -0.546; C -0.411; C -0.252; C -0.488